1.
DFT (the ωB97M-V functional and the def2-TZVPD basis) results for a structure of composition C35H34AuNP2S.

Structure (XYZ):
```
74
Properties=species:S:1:pos:R:3:forces:R:3
Au 0.395 -0.523 0.593 -0.273 -0.070 -0.069
C 2.068 -3.213 -1.163 0.005 0.020 -0.042
C 2.135 -2.772 0.271 0.070 0.076 0.025
C 0.949 -2.678 1.044 -0.093 0.007 0.077
C 1.010 -2.344 2.424 0.003 -0.024 -0.044
C -0.227 -2.421 3.280 0.008 0.005 0.032
C 2.244 -2.032 2.977 -0.031 -0.001 -0.096
C 3.409 -2.100 2.221 0.077 0.002 0.012
C 4.735 -1.766 2.834 -0.023 -0.003 -0.014
C 3.341 -2.479 0.878 -0.101 0.017 -0.021
H 1.995 -2.351 -1.831 0.006 0.002 -0.011
H 1.204 -3.853 -1.342 -0.015 -0.012 0.002
H 2.964 -3.764 -1.442 0.010 -0.014 -0.005
H 0.049 -3.158 0.666 -0.029 0.018 0.000
H -0.789 -1.486 3.261 0.001 0.025 0.022
H 0.040 -2.625 4.314 -0.004 -0.013 0.027
H -0.888 -3.213 2.930 -0.024 -0.016 -0.007
H 2.307 -1.774 4.026 -0.005 0.000 0.049
H 5.003 -0.737 2.584 0.016 0.026 0.003
H 5.520 -2.413 2.449 0.016 -0.006 -0.004
H 4.710 -1.850 3.918 -0.003 0.000 0.019
H 4.258 -2.563 0.308 0.033 -0.009 -0.023
S 4.065 2.291 -1.002 -0.011 0.021 0.023
C 3.275 1.360 0.086 0.220 0.248 -0.314
N 2.688 0.694 0.839 0.003 -0.153 0.323
C -2.290 1.653 -0.192 0.018 0.156 0.038
P -0.452 1.550 0.063 0.187 -0.081 0.073
C 0.209 2.252 -1.461 0.010 -0.075 0.000
C -0.069 3.570 -1.828 -0.097 0.032 0.005
C 0.437 4.084 -3.009 0.037 -0.057 -0.026
C 1.223 3.286 -3.834 -0.018 0.011 0.033
C 1.495 1.973 -3.481 -0.017 0.007 0.010
C 0.986 1.455 -2.297 0.082 -0.048 -0.008
C -0.153 2.708 1.414 0.002 0.062 -0.061
C -0.802 2.492 2.631 0.006 -0.005 -0.006
C -0.545 3.316 3.711 0.003 0.001 0.002
C 0.375 4.349 3.590 0.010 0.019 -0.008
C 1.041 4.553 2.392 -0.048 -0.062 -0.011
C 0.780 3.734 1.302 0.038 0.023 -0.004
P -2.972 0.218 -1.032 -0.266 0.010 0.008
C -2.103 -0.187 -2.512 0.087 0.009 -0.107
C -2.228 0.682 -3.602 0.053 -0.007 -0.027
C -1.536 0.417 -4.769 -0.007 -0.002 0.034
C -0.728 -0.710 -4.851 0.011 -0.002 -0.016
C -0.602 -1.576 -3.771 -0.021 -0.001 0.013
C -1.292 -1.325 -2.598 -0.034 -0.048 -0.007
C -3.324 -1.136 0.015 -0.001 -0.150 0.176
C -3.760 -2.338 -0.570 0.046 0.004 -0.015
C -4.124 -3.400 0.234 -0.004 0.010 -0.017
C -4.081 -3.271 1.617 -0.007 -0.018 0.037
C -3.677 -2.077 2.206 -0.007 0.024 -0.038
C -3.307 -1.009 1.414 -0.008 0.021 -0.025
H -2.505 2.535 -0.802 0.047 -0.029 0.030
H -2.797 1.802 0.763 -0.009 -0.076 -0.013
H -0.670 4.206 -1.189 -0.005 -0.001 0.022
H 0.226 5.107 -3.285 -0.008 0.039 -0.011
H 1.621 3.692 -4.753 0.014 0.015 -0.035
H 2.098 1.349 -4.127 0.015 -0.013 -0.008
H 1.195 0.426 -2.025 -0.006 0.012 0.021
H -1.499 1.669 2.752 -0.021 -0.015 -0.021
H -1.056 3.149 4.649 -0.008 0.005 0.025
H 0.576 4.994 4.434 0.004 0.011 0.026
H 1.764 5.350 2.298 0.028 0.038 0.011
H 1.313 3.898 0.374 -0.009 -0.005 0.010
H -2.871 1.552 -3.544 -0.025 0.024 0.014
H -1.638 1.078 -5.618 0.004 0.015 -0.022
H -0.198 -0.922 -5.770 0.014 -0.005 -0.028
H 0.025 -2.453 -3.850 0.007 -0.017 -0.003
H -1.202 -2.000 -1.755 0.006 0.016 0.003
H -3.825 -2.432 -1.647 0.012 0.006 -0.039
H -4.462 -4.324 -0.213 -0.001 -0.013 -0.022
H -4.381 -4.101 2.243 -0.007 -0.019 0.006
H -3.663 -1.983 3.283 0.000 0.013 0.009
H -3.011 -0.080 1.881 0.032 0.018 0.010
```
Forces are in eV/Å.

For the molar mass, the calculation gives 759.65 Da. The max |F| is 0.46 eV/Å. Its expectation value of S² is 2.03. The net charge is +2. Its multiplicity is 3. The calculated total energy is -71427.3624 eV.


2.
DFT (the ωB97M-V functional and the def2-TZVPD basis) results for a structure of composition C35H34CaClN5O9P2S3 at a distorted geometry.

Structure (XYZ):
```
90
Properties=species:S:1:pos:R:3:forces:R:3
Ca 1.173 0.619 -1.200 0.271 0.494 0.021
C -3.426 2.268 -1.847 -0.009 0.005 -0.032
C -2.129 2.053 -1.100 -0.083 0.023 0.004
N -1.217 1.290 -1.608 -0.056 -0.052 -0.024
N -1.625 0.540 -2.722 -0.061 -0.086 0.034
C -0.785 0.425 -3.679 0.019 -0.040 -0.086
S 0.750 1.149 -3.964 -0.062 -0.191 -0.095
S -1.219 -0.734 -4.990 -0.028 0.116 -0.177
C -2.957 -1.161 -4.648 0.037 0.026 0.092
C -3.110 -2.546 -4.097 -0.037 -0.029 0.147
C -3.493 -3.606 -4.913 0.028 -0.057 -0.085
C -3.602 -4.893 -4.402 0.051 0.014 -0.051
C -3.334 -5.132 -3.062 -0.008 0.100 -0.078
C -2.958 -4.078 -2.234 -0.800 -0.295 -0.152
C -2.847 -2.796 -2.749 -0.113 0.080 -0.084
C -1.965 2.674 0.214 0.056 0.025 0.113
C -2.683 3.843 0.520 0.038 0.031 -0.076
C -2.619 4.510 1.721 0.050 -0.041 0.097
C -1.778 3.970 2.720 -0.030 0.090 -0.095
C -1.067 2.836 2.499 0.062 -0.064 -0.099
C -1.060 2.118 1.222 -0.395 -0.048 0.133
O 0.503 2.029 0.751 0.290 0.002 -0.071
H -3.317 1.986 -2.890 -0.017 0.015 0.030
H -3.754 3.303 -1.797 -0.013 0.008 0.019
H -4.210 1.651 -1.400 -0.013 -0.001 0.011
H -3.521 -1.047 -5.575 0.045 0.013 -0.021
H -3.284 -0.414 -3.923 -0.023 -0.041 -0.028
H -3.701 -3.419 -5.962 -0.009 0.000 -0.019
H -3.898 -5.709 -5.053 -0.008 -0.007 -0.025
H -3.423 -6.134 -2.658 -0.010 -0.012 0.009
H -2.738 -4.227 -1.185 -0.405 -0.119 -0.449
H -2.564 -1.976 -2.092 0.091 -0.031 -0.098
H -3.323 4.268 -0.242 0.004 -0.004 -0.008
H -3.193 5.411 1.892 0.003 -0.001 0.003
H -1.693 4.465 3.683 -0.008 0.002 0.017
H -0.401 2.447 3.264 -0.021 0.090 -0.160
Cl 7.657 5.111 -0.666 -0.007 -0.004 -0.001
C 6.330 3.957 -0.620 0.002 0.034 -0.010
C 6.561 2.662 -0.138 0.001 -0.016 0.001
C 5.540 1.751 -0.094 0.021 0.000 0.012
C 4.209 2.066 -0.533 0.000 0.043 0.031
O 3.291 1.205 -0.479 -0.099 -0.193 0.056
C 4.018 3.405 -1.016 -0.008 0.026 -0.055
C 2.723 3.883 -1.479 0.017 0.007 0.120
O 1.682 3.266 -1.543 -0.007 -0.144 -0.155
C 5.079 4.316 -1.048 0.018 0.003 0.003
H 7.554 2.392 0.200 -0.002 -0.004 0.001
H 5.703 0.746 0.276 0.007 0.000 0.001
H 2.734 4.953 -1.788 -0.006 0.002 -0.005
H 4.897 5.321 -1.416 0.001 0.001 0.000
N 0.688 -2.997 -2.968 0.045 -0.025 0.090
C 1.283 -3.447 -1.643 -0.067 0.078 -0.028
C 1.488 -4.946 -1.635 -0.017 -0.018 0.014
P 2.792 -2.406 -1.400 0.001 -0.053 -0.191
O 3.957 -3.262 -2.164 -0.030 0.036 0.015
O 3.073 -2.335 0.056 0.102 -0.033 -0.030
O 2.531 -1.194 -2.253 0.056 0.078 0.229
P -0.002 -2.864 -0.415 0.177 0.043 0.011
O 0.721 -3.054 0.989 -0.213 -0.026 0.022
O -1.169 -3.778 -0.531 1.116 0.229 0.860
O -0.144 -1.425 -0.827 0.073 0.018 0.069
H 1.111 -3.480 -3.758 -0.002 0.018 -0.005
H 0.896 -1.985 -3.063 -0.053 -0.067 -0.021
H -0.329 -3.138 -2.993 -0.049 0.045 -0.018
H 2.179 -5.264 -2.421 0.002 -0.003 -0.005
H 0.530 -5.461 -1.736 0.002 -0.002 -0.006
H 1.919 -5.233 -0.675 0.003 -0.002 -0.002
H 4.355 -2.671 -2.814 0.000 0.003 -0.021
H 1.623 -2.655 0.935 0.120 0.019 0.006
S -1.015 -1.272 5.016 0.012 -0.112 0.017
C -0.467 -0.417 3.572 -0.008 -0.045 -0.165
C -1.345 -0.091 2.623 0.050 0.018 0.045
C -0.896 0.559 1.367 0.121 0.077 -0.191
N 0.568 0.660 1.200 -0.098 -0.055 0.158
C 1.389 0.506 2.324 -0.006 0.018 -0.018
C 0.955 -0.078 3.441 -0.030 -0.037 0.063
C -1.015 0.029 6.193 0.027 0.096 0.153
C -1.051 1.378 5.850 0.001 -0.061 -0.018
C -1.085 2.317 6.867 -0.017 0.017 0.031
N -1.096 2.025 8.169 0.040 -0.036 0.008
C -1.055 0.729 8.479 -0.071 0.012 0.006
C -1.009 -0.294 7.549 -0.013 0.068 0.009
H -2.403 -0.280 2.752 -0.002 -0.005 0.000
H -1.315 0.040 0.506 0.009 0.010 0.006
H 2.410 0.829 2.163 -0.009 0.006 -0.007
H 1.631 -0.287 4.259 -0.001 -0.025 -0.015
H -1.068 1.686 4.811 -0.059 -0.040 0.218
H -1.115 3.372 6.616 0.001 -0.001 -0.012
H -1.064 0.492 9.539 0.025 -0.001 0.004
H -0.961 -1.326 7.871 -0.006 -0.014 0.007
```
Forces are in eV/Å.

For the molar mass, the calculation gives 902.36 Da. The max |F| is 1.43 eV/Å. The net charge is -2. Its multiplicity is 1. The calculated total energy is -144779.1279 eV.


3.
DFT (the ωB97M-V functional and the def2-TZVPD basis) results for a structure of composition C35H34ClNOPmSi2 at a distorted geometry.

Structure (XYZ):
```
75
Properties=species:S:1:pos:R:3:forces:R:3
C -1.671 -0.895 5.734 -0.485 -0.142 0.115
C -2.407 -0.220 4.721 -0.003 -0.659 0.089
C -2.510 -1.099 3.602 0.065 -0.276 0.343
H -2.910 0.737 4.828 0.185 -0.139 -0.085
C -1.822 -2.306 3.922 -0.515 0.358 0.427
C -1.301 -2.180 5.244 -0.537 0.196 -0.161
H -0.784 -2.953 5.809 -0.081 0.197 -0.159
H -1.519 -0.532 6.750 0.104 -0.078 -0.336
H -3.096 -0.919 2.707 0.275 -0.063 0.101
H -1.790 -3.194 3.297 0.158 0.235 0.035
Pm 0.053 -0.469 3.829 0.028 -1.300 -1.442
Si 2.929 0.057 -4.785 0.017 0.105 -0.189
C 1.967 1.544 -5.314 0.014 0.480 -0.009
C 2.418 2.349 -6.374 -0.594 0.130 0.209
H 3.338 2.083 -6.901 -0.303 0.125 0.127
C 1.683 3.479 -6.750 -0.038 -0.018 0.107
H 2.026 4.098 -7.582 -0.111 -0.155 0.268
C 0.511 3.820 -6.062 0.149 -0.290 0.057
H -0.054 4.709 -6.352 0.178 -0.302 0.067
C 0.064 3.021 -5.003 0.214 -0.142 -0.038
H -0.858 3.270 -4.474 0.241 0.002 -0.178
C 0.795 1.890 -4.620 -0.005 0.467 -0.458
H 0.456 1.275 -3.781 0.039 0.161 -0.256
C 2.034 -1.481 -5.283 -0.236 -0.589 -0.114
C 0.840 -1.432 -6.022 0.061 -0.489 0.185
H 0.427 -0.470 -6.337 0.113 -0.324 0.160
C 0.170 -2.618 -6.351 0.214 -0.008 0.069
H -0.772 -2.569 -6.899 0.272 -0.059 0.102
C 0.703 -3.857 -5.977 0.108 0.361 0.120
H 0.179 -4.779 -6.235 0.166 0.278 0.079
C 1.910 -3.910 -5.266 0.010 0.116 -0.038
H 2.328 -4.875 -4.975 -0.112 0.248 -0.113
C 2.579 -2.731 -4.925 -0.600 0.008 -0.250
H 3.525 -2.769 -4.380 -0.294 -0.082 -0.115
H 3.090 0.127 -3.319 0.167 -0.130 0.093
Si -0.157 -0.110 0.933 -0.818 -0.063 1.217
C -0.739 -1.724 0.204 -0.324 -0.552 -0.151
C -1.874 -1.765 -0.627 -0.006 -0.631 0.079
H -2.400 -0.839 -0.880 0.306 -0.311 -0.093
C -2.384 -2.996 -1.078 0.119 0.171 0.195
H -3.262 -3.006 -1.725 0.246 -0.015 0.140
C -1.794 -4.201 -0.685 0.091 0.407 0.027
H -2.188 -5.155 -1.049 0.139 0.360 0.178
C -0.703 -4.171 0.192 0.090 0.241 0.106
H -0.271 -5.107 0.546 -0.055 0.213 -0.119
C -0.180 -2.949 0.637 -0.684 -0.098 -0.412
H 0.640 -2.962 1.362 -0.013 0.037 -0.300
C -1.252 1.266 0.316 -0.267 0.802 -0.312
C -2.454 1.606 0.987 0.125 0.192 -0.571
H -2.704 1.131 1.942 0.047 0.077 -0.399
C -3.332 2.559 0.448 0.330 -0.138 0.089
H -4.267 2.787 0.958 0.199 -0.055 -0.065
C -3.011 3.235 -0.735 0.333 -0.373 0.113
H -3.696 3.976 -1.151 0.214 -0.231 0.129
C -1.793 2.961 -1.364 0.218 -0.184 0.274
H -1.513 3.506 -2.265 -0.055 -0.108 0.212
C -0.911 1.998 -0.835 -0.657 0.308 -0.050
H 0.054 1.826 -1.318 -0.334 -0.001 0.023
H 4.212 0.059 -5.507 0.297 0.089 0.143
Cl 1.808 0.196 0.353 0.788 0.219 -0.379
O 0.135 1.912 3.781 0.376 1.140 1.383
C 0.052 2.480 5.169 0.027 -0.071 -1.153
C 0.977 1.725 6.086 0.954 -0.963 -0.465
C 1.727 2.316 7.097 -0.240 0.120 0.030
C 2.601 1.507 7.830 -0.140 -0.151 -0.092
C 2.689 0.139 7.533 0.083 -0.061 0.191
C 1.943 -0.387 6.488 -0.368 1.013 -0.194
N 1.144 0.417 5.748 0.571 0.699 1.554
H 0.920 2.309 3.355 -0.534 -0.163 -0.069
H 0.347 3.532 5.103 -0.320 -0.135 0.164
H -1.007 2.372 5.450 0.427 0.133 -0.054
H 1.614 3.398 7.277 0.168 -0.712 0.061
H 3.207 1.939 8.632 -0.240 -0.212 -0.346
H 3.334 -0.526 8.106 -0.109 0.266 -0.095
H 1.956 -1.453 6.210 0.151 0.514 0.200
```
Forces are in eV/Å.

For the molar mass, the calculation gives 721.29 Da. The max |F| is 1.94 eV/Å. Its expectation value of S² is 6.01. The net charge is +1. Its multiplicity is 5. The calculated total energy is -85211.6710 eV.


4.
DFT (the ωB97M-V functional and the def2-TZVPD basis) results for a structure of composition C35H34ClNOSi2Ti at a distorted geometry.

Structure (XYZ):
```
75
Properties=species:S:1:pos:R:3:forces:R:3
C -1.340 -0.590 5.455 -0.933 -1.087 -0.158
C -2.165 0.025 4.462 -0.135 -1.044 0.150
C -2.286 -0.892 3.360 0.007 -0.544 0.670
H -2.703 0.959 4.577 0.246 -0.085 -0.085
C -1.499 -2.060 3.667 -0.955 -0.274 0.677
C -0.915 -1.866 4.968 -2.299 0.147 0.280
H -0.412 -2.624 5.566 0.163 0.316 -0.293
H -1.198 -0.221 6.467 0.340 0.103 -0.338
H -2.931 -0.759 2.499 0.285 -0.105 0.041
H -1.458 -2.964 3.067 0.059 0.234 0.101
Ti -0.152 -0.347 3.502 0.776 2.229 -0.395
Si 2.198 0.145 -3.736 -0.286 0.100 0.778
C 1.563 1.644 -4.618 -0.045 0.628 -0.067
C 2.229 2.235 -5.705 -0.577 0.331 -0.004
H 3.191 1.822 -6.033 -0.414 0.269 0.025
C 1.646 3.332 -6.364 0.024 -0.190 0.227
H 2.147 3.777 -7.229 -0.166 -0.097 0.336
C 0.418 3.849 -5.922 -0.005 -0.315 0.156
H -0.036 4.706 -6.428 0.207 -0.299 0.118
C -0.250 3.258 -4.838 0.165 -0.077 -0.069
H -1.228 3.631 -4.503 0.514 -0.083 -0.253
C 0.327 2.165 -4.183 0.140 0.093 -0.422
H -0.183 1.688 -3.336 0.179 0.265 -0.483
C 1.779 -1.338 -4.771 0.339 -0.519 -0.715
C 0.712 -1.269 -5.693 -0.030 -0.380 0.298
H 0.307 -0.289 -5.979 0.060 -0.470 0.207
C 0.151 -2.444 -6.212 0.301 0.126 0.130
H -0.700 -2.376 -6.896 0.267 -0.093 0.261
C 0.689 -3.690 -5.861 0.156 0.343 -0.043
H 0.216 -4.606 -6.224 0.236 0.283 0.079
C 1.852 -3.751 -5.083 0.144 0.224 0.030
H 2.331 -4.718 -4.894 -0.217 0.359 -0.023
C 2.411 -2.575 -4.553 -0.656 -0.173 -0.205
H 3.325 -2.601 -3.950 -0.393 -0.177 -0.113
H 1.302 0.047 -2.535 0.415 -0.038 -0.397
Si -0.100 0.073 0.886 -0.214 0.049 1.603
C -0.819 -1.541 0.241 0.212 0.258 -0.774
C -1.921 -1.582 -0.621 0.057 -0.648 0.248
H -2.369 -0.644 -0.957 0.045 -0.332 0.032
C -2.427 -2.821 -1.042 0.047 0.197 0.024
H -3.278 -2.834 -1.723 0.204 -0.127 0.131
C -1.840 -4.013 -0.607 0.054 0.319 -0.084
H -2.200 -4.971 -0.988 -0.004 0.263 0.248
C -0.741 -3.967 0.257 0.189 0.192 -0.076
H -0.284 -4.891 0.609 -0.058 0.141 -0.164
C -0.209 -2.736 0.647 -0.540 -0.267 -0.244
H 0.689 -2.684 1.271 -0.261 -0.100 -0.095
C -1.116 1.518 0.267 0.041 0.220 -0.026
C -2.303 1.825 0.952 -0.183 0.338 -0.548
H -2.538 1.338 1.902 0.038 0.035 -0.391
C -3.201 2.759 0.424 0.082 -0.052 0.033
H -4.144 2.942 0.936 0.168 0.031 -0.097
C -2.907 3.432 -0.765 0.193 -0.374 -0.095
H -3.646 4.088 -1.234 0.297 -0.098 0.266
C -1.668 3.211 -1.380 -0.055 0.034 0.224
H -1.405 3.745 -2.291 -0.057 0.012 0.216
C -0.762 2.291 -0.845 -0.581 0.187 -0.070
H 0.220 2.180 -1.306 -0.265 -0.167 0.084
H 3.633 0.265 -3.279 -0.431 -0.186 -0.335
Cl 1.784 0.272 0.039 0.740 0.053 -0.235
O 1.485 -1.456 3.988 1.714 -1.355 0.929
C 2.283 -1.001 5.154 0.074 -0.533 -0.669
C 1.861 0.396 5.542 -0.492 0.995 0.749
C 2.430 1.045 6.637 0.178 -0.750 -0.212
C 1.967 2.295 7.062 0.182 -0.076 -0.014
C 0.850 2.820 6.405 -0.251 -0.202 -0.123
C 0.258 2.098 5.378 0.644 0.052 0.096
N 0.801 0.945 4.893 0.328 -0.184 -0.448
H 1.401 -2.451 3.979 0.264 1.718 0.078
H 2.135 -1.705 5.992 -0.157 0.291 -0.286
H 3.346 -1.052 4.875 -0.314 0.121 0.003
H 3.216 0.486 7.155 -0.077 0.530 -0.010
H 2.450 2.830 7.892 -0.296 -0.347 -0.478
H 0.412 3.773 6.694 0.099 -0.248 0.019
H -0.679 2.415 4.914 0.476 0.011 -0.010
```
Forces are in eV/Å.

For the molar mass, the calculation gives 624.16 Da. The max |F| is 2.39 eV/Å. Its expectation value of S² is 2.03. The net charge is 0. Its multiplicity is 3. The calculated total energy is -91776.8785 eV.


- The highest multiplicity belongs to which entry?
  C35H34ClNOPmSi2


- The highest max |F| belongs to which entry?
  C35H34ClNOSi2Ti


- Which formula does entry 4 have?
  C35H34ClNOSi2Ti